A single C5H7FO molecule, computed with ωB97M-V/def2-TZVPD.

Structure (XYZ):
```
14
Properties=species:S:1:pos:R:3
C 1.45894 1.48319 0.10034
H 2.41470 0.91712 -0.42881
C 0.00299 -0.53491 0.11296
H -2.29955 1.14731 -0.33593
C -1.39207 -0.80640 0.10592
C 1.05961 -1.48057 0.20082
H 1.63597 1.47875 1.26174
H 0.91705 -2.49914 0.04011
F 2.40110 -0.99469 -0.22352
H -3.45228 -0.31105 -0.35677
O 0.32152 0.80596 -0.18385
C -2.42461 0.00847 -0.04416
H 1.12347 2.55070 -0.10863
H -1.76684 -1.76473 -0.14020
```

Values from the calculation:
SMILES = C=C/C(=C/F)OC

***

C10H22BaF6N4O14S2 as an isolated structure, computed with ωB97M-V/def2-TZVPD.

Structure (XYZ):
```
59
Properties=species:S:1:pos:R:3
C 0.51629 -0.69192 -4.38868
H -1.47027 -1.44712 4.73791
O 2.38604 0.79341 1.46082
H -3.18116 1.55748 -0.36171
O 4.34797 2.18687 1.91652
O 4.43026 1.19428 -2.43610
H -1.58084 -2.96476 -0.23338
C -2.29536 -0.06474 2.35389
N -0.11390 -1.13817 2.08921
H -2.20441 -0.07433 -1.60836
Ba 0.27230 0.06154 -0.32728
C 3.88274 0.18252 3.49204
F 3.55854 -1.12371 3.52848
H -1.71576 -1.94911 -4.11255
H -2.75606 -2.34585 3.92899
C -3.08063 1.42461 0.70950
H -3.31717 -0.79708 -2.77847
H 0.92048 -1.53338 -4.95881
O 1.24334 4.85641 0.58433
C -2.78190 -0.96889 -1.83265
H 0.34986 -2.04083 2.23706
H -1.90357 0.68778 3.04517
O 2.38999 1.14072 -1.69038
F 5.07225 0.34432 4.05675
O 0.05785 2.77541 0.23464
F 2.96813 0.79928 4.28062
H -0.21136 -0.10674 -4.96214
C -1.51656 -1.35611 2.50637
H -1.08841 -2.94250 3.82378
N 2.82237 -2.89533 -0.92969
H -4.08276 1.15414 1.08577
N -1.08356 -2.28439 -0.79082
H 0.46978 -0.59769 2.74118
C -1.70629 -2.04534 3.85895
H 1.37896 -0.06467 -4.15805
N 3.47098 1.79261 -1.93887
H -3.53658 -1.17514 -1.07816
C -1.87167 -2.17327 -2.05882
S 3.81836 0.86039 1.74595
H -0.12643 -2.60533 -0.94297
H -2.51496 -3.06075 -2.08292
H -1.84054 -2.08776 1.76249
F -0.38501 4.02744 -2.12850
O 2.77651 -3.98151 -0.30504
O 3.48298 3.01456 -1.73429
O 4.62436 -0.08985 1.02763
S -0.03337 4.21540 0.49400
F -2.14634 4.69816 -1.08539
O 1.77908 -2.16328 -0.93859
C -0.79426 4.78532 -1.12341
O 3.80135 -2.57843 -1.58355
H -3.34541 -0.33492 2.53680
O -2.18531 0.38989 1.02290
F -0.51331 6.05840 -1.40479
H -2.80465 2.34256 1.23321
H -0.49892 -3.07478 -3.51839
O -0.08920 -1.06186 -3.16272
O -1.05054 4.60049 1.45186
C -0.99430 -2.12445 -3.29137
```

Values from the calculation:
Charge = -2

***

A 2-piece molecular cluster, C4H14N2O2 overall, computed with ωB97M-V/def2-TZVPD.

Structure (XYZ):
```
22
Properties=species:S:1:pos:R:3
N 1.04152 0.15894 1.24088
C 0.22730 0.30809 0.06573
H -1.13285 2.54605 -1.17931
C 0.69416 -1.00640 2.07562
H -1.76778 -1.37777 -0.00841
H -0.36363 -0.97959 2.33761
H 1.29657 -0.33625 -1.75920
H -2.42228 -2.42072 0.89865
H 0.99294 -1.60740 -0.51125
N -0.40188 1.99281 -1.59275
H 1.39986 -1.09893 2.89357
C 0.60777 -0.73720 -1.02302
H 0.69284 2.43552 0.19292
H 1.00031 0.97468 1.83444
C 0.59282 1.65564 -0.57088
H 1.59892 1.69630 -0.97939
O -0.55073 -1.15447 -1.73858
H -1.00655 -0.37178 -1.98935
H 0.91939 -1.90571 1.50379
H -0.86138 0.28326 0.16139
O -2.56404 -1.55708 0.51169
H 0.00672 2.50202 -2.36417
```

Values from the calculation:
SMILES = CN[C@@H](CN)CO.O

***

A 6-piece molecular cluster, C30H90N16O8P5 overall, computed with ωB97M-V/def2-TZVPD.

Structure (XYZ):
```
149
Properties=species:S:1:pos:R:3
H -5.18557 -11.52191 13.53503
O -7.79808 -13.73829 10.93107
N -9.52611 -26.38544 9.22768
H -17.89610 -23.99447 5.90894
P -10.81416 -26.13855 8.10506
P -20.52960 -24.94125 18.54326
O -13.82547 -19.01413 12.05077
H -14.01952 -27.15354 9.55923
H -18.94553 -11.12430 12.85150
H -18.58489 -11.79678 9.27924
C -20.83756 -24.03192 5.93109
H -18.14201 -13.37336 13.41412
P -19.69557 -21.44230 5.95018
H -21.10244 -24.50946 4.98775
H -22.76394 -20.02109 4.90553
H -6.14244 -16.05455 12.10017
H -6.33044 -14.62478 14.89871
H -19.69307 -12.92234 9.97068
H -8.59359 -27.35843 5.41244
H -19.47910 -23.06322 20.39823
H -18.42627 -26.24895 20.04366
N -16.07913 -10.51548 11.15988
H -20.46113 -24.76098 6.64864
H -16.95496 -9.88625 12.90856
C -5.17658 -13.14847 9.40076
H -7.22635 -13.20696 14.40621
C -21.23574 -26.65402 16.37271
H -12.20957 -28.81817 7.30349
N -21.54625 -25.44578 17.19888
O -11.21849 -24.71000 7.91746
C -17.13999 -13.27882 13.83261
H -17.33742 -26.74553 18.77151
N -19.74989 -23.11096 5.60491
H -3.98531 -11.21334 11.55601
H -7.49752 -10.19315 10.78473
H -15.70842 -8.75113 12.09770
H -4.74962 -15.18827 11.73725
H -8.11906 -27.77976 9.67240
H -3.14201 -12.52344 10.83780
C -8.76290 -26.62691 6.20256
O -15.73486 -13.04999 10.61168
H -21.81416 -27.50364 16.73557
H -19.04360 -22.05075 8.72268
H -6.15638 -13.35869 8.97194
C -20.08558 -22.29409 8.51489
H -10.18479 -25.98392 11.19294
C -18.57036 -23.77223 5.08184
H -18.19840 -23.01939 19.19638
H -19.31294 -22.43735 16.53522
H -21.66733 -23.51922 6.41763
H -17.32121 -8.92033 11.44517
N -20.21904 -23.25057 18.41618
P -6.71420 -13.08094 11.66896
H -21.05856 -22.92471 16.53250
H -13.32241 -25.64955 9.28815
H -18.17268 -13.57109 9.49946
H -20.47102 -21.38999 17.12604
C -14.87668 -12.27543 13.63385
C -7.86544 -10.53088 11.75358
H -22.39916 -21.53406 5.76829
H -14.55488 -11.24659 13.79524
H -4.96957 -15.66229 13.43604
H -12.05093 -27.09775 5.73951
H -20.55007 -20.64088 2.69892
H -17.79309 -24.16850 17.20197
H -19.33317 -10.37692 11.27582
C -16.54374 -9.44463 12.00083
H -9.80224 -24.55075 10.12838
C -11.03660 -27.48170 5.63077
N -20.61467 -21.42142 7.46656
C -18.38469 -26.54160 18.99451
H -4.60081 -12.45177 8.79150
H -12.61844 -26.62993 10.63651
N -6.09703 -14.08076 12.88135
H -20.04153 -23.31562 8.13721
N -6.95634 -11.47883 12.43266
C -12.06813 -28.60612 8.36327
O -18.31510 -20.86775 6.12610
H -21.43988 -19.56387 7.13091
C -19.23838 -11.31694 11.81940
O -20.95252 -25.44756 19.85648
H -20.81407 -19.16677 3.49445
H -18.93938 -24.93004 16.12986
N -18.96071 -25.55014 18.13342
H -8.69240 -25.62740 5.77348
H -8.19252 -9.73865 12.42699
H -18.10801 -23.06103 4.39735
H -22.70562 -21.45613 3.94425
H -8.69673 -11.11369 11.35686
C -18.63225 -12.67689 9.92054
H -23.68355 -25.70062 17.13813
H -23.08571 -24.42016 16.15265
C -6.11333 -10.95135 13.49248
H -10.73007 -27.16417 4.63412
H -7.78908 -14.83441 13.97069
H -19.23783 -21.63880 19.53502
H -19.19560 -19.85654 3.63734
H -8.53052 -25.41387 10.87950
C -18.25030 -25.12572 16.95144
C -19.22742 -22.71970 19.39487
H -6.63971 -11.02553 14.44406
C -9.51948 -25.55516 10.44351
H -8.05048 -26.73272 7.02072
C -6.91087 -14.19821 14.08063
C -4.03258 -12.29415 11.42296
H -23.11948 -24.22040 17.96570
H -15.41370 -9.06100 9.77836
H -20.66599 -22.20633 9.43332
H -14.22193 -12.88179 13.00796
C -13.05769 -26.64698 9.63908
H -3.91767 -12.75522 12.40394
H -11.02757 -28.56776 5.72292
C -20.24926 -22.45668 17.09293
N -16.22550 -12.39430 13.10188
C -22.27401 -20.99192 4.83100
N -12.96508 -19.06399 12.89216
H -20.96091 -19.88219 8.83988
H -9.22671 -28.39897 8.53420
H -17.26070 -12.97120 14.87131
H -16.62006 -14.23437 13.90122
H -15.45893 -10.70542 9.21683
N -18.26980 -12.27965 11.22666
H -21.68234 -26.38430 15.41569
H -4.71970 -14.13407 9.48997
H -14.87856 -12.66315 14.65257
H -20.17032 -26.86054 16.27106
C -21.37110 -20.30817 7.92425
H -16.98174 -9.78455 9.39422
H -12.98203 -29.02503 8.78444
H -11.26111 -29.17884 8.82023
N -10.17685 -26.87566 6.64787
C -22.95097 -24.89361 17.12516
N -20.79955 -20.81163 4.72392
H -20.21271 -11.80556 11.81384
N -12.07654 -27.17351 8.66807
P -16.52904 -12.15415 11.46169
C -15.99922 -9.97923 9.82416
C -5.47825 -15.30984 12.53876
H -5.85604 -9.90155 13.35164
N -5.29574 -12.69963 10.79135
C -9.17955 -27.76671 9.42083
H -18.91658 -24.67908 4.58599
H -9.70955 -28.22023 10.25840
H -22.37407 -20.69635 8.10167
C -20.25771 -20.09835 3.59797
O -13.04371 -19.50832 14.01730
H -17.60708 -25.91180 16.55590
O -11.92538 -18.65364 12.48231
H -18.87768 -27.51320 18.96217
```

Values from the calculation:
Charge = -1

***

Computed values of LUMO level (unit: eV) for the preceding records, in sequence: 0.204 3.118 0.889 2.007.
Computed values of max |F| (unit: eV/A) for the preceding records, in sequence: 5.51 3.23 2.50 6.26.
Computed values of HOMO energy (unit: eV) for the preceding records, in sequence: -8.8 -2.3 -9.2 -3.2.